C45H94F2N10O5S2 | ωB97M-V/def2-TZVPD

Geometry as XYZ:
```
158
Properties=species:S:1:pos:R:3:lowdin_charge:R:1
C 1.146 -1.971 0.452 -0.062
C 0.286 -0.905 -0.209 -0.596
C -1.217 -0.972 0.220 -0.061
O 0.858 0.388 -0.150 -0.347
H 0.853 -1.923 1.501 0.039
H 2.226 -1.855 0.364 0.053
H 0.847 -2.982 0.175 0.081
H 0.315 -1.153 -1.270 0.095
H -1.698 -0.064 -0.142 0.045
H -1.294 -1.125 1.297 0.015
H -1.810 -1.774 -0.218 0.065
C 0.886 9.527 -0.907 -0.042
C 0.774 8.094 -1.586 -0.142
N 1.095 7.038 -0.624 -0.032
C 1.331 7.205 0.779 0.061
C 1.190 5.904 1.249 -0.030
N 0.816 5.018 0.293 -0.097
C 0.832 5.672 -0.859 -0.002
C 0.340 3.680 0.501 0.014
H 0.773 10.322 -1.643 0.088
H 1.775 9.810 -0.343 0.083
H -0.007 9.678 -0.300 0.084
H 1.407 7.909 -2.454 0.121
H -0.195 7.890 -2.041 0.126
H 1.383 8.136 1.325 0.139
H 1.169 5.675 2.305 0.140
H 0.352 5.399 -1.787 0.149
H 0.239 3.459 1.563 0.097
H 1.138 2.988 0.231 0.069
H -0.559 3.523 -0.095 0.099
C -6.070 0.102 -0.838 -0.058
C -4.917 -0.448 -1.677 -0.163
N -4.956 -1.931 -1.666 -0.044
C -4.957 -2.719 -0.527 -0.034
C -4.719 -4.030 -0.851 -0.017
N -4.581 -4.099 -2.204 -0.083
C -4.712 -2.788 -2.755 0.101
C -4.433 -5.352 -2.888 0.016
H -7.027 -0.406 -0.958 0.095
H -6.156 1.144 -1.146 0.087
H -5.884 -0.086 0.219 0.066
H -3.928 -0.263 -1.258 0.101
H -4.991 -0.033 -2.682 0.130
H -5.078 -2.192 0.408 0.120
H -4.643 -4.938 -0.272 0.140
H -4.566 -2.468 -3.776 0.155
H -3.823 -5.141 -3.766 0.074
H -5.441 -5.696 -3.121 0.118
H -3.888 -6.073 -2.279 0.115
C 3.302 -1.492 3.841 -0.053
C 2.729 -0.156 4.317 -0.154
N 1.234 -0.173 4.254 -0.042
C 0.346 -0.655 5.223 0.027
C -0.892 -0.295 4.724 -0.052
N -0.803 0.386 3.543 -0.085
C 0.567 0.477 3.237 0.059
C -1.854 1.045 2.814 0.008
H 4.378 -1.527 4.011 0.092
H 3.149 -1.634 2.771 0.051
H 2.777 -2.346 4.270 0.086
H 3.152 0.808 4.036 0.123
H 3.046 -0.118 5.360 0.123
H 0.686 -1.009 6.185 0.142
H -1.801 -0.412 5.295 0.135
H 0.954 0.795 2.280 0.123
H -2.355 0.168 2.404 0.083
H -1.467 1.693 2.027 0.093
H -2.515 1.556 3.514 0.113
C -1.781 -3.474 2.608 -0.087
C -1.744 -4.552 3.723 -0.207
C -2.604 -3.998 4.827 -0.133
N -2.614 -5.035 6.004 -0.198
C -1.170 -5.163 6.606 0.047
C -3.242 -6.394 5.529 -0.086
C -4.296 -6.785 6.503 -0.179
C -4.023 -6.006 7.725 -0.163
C -3.615 -4.630 7.164 -0.059
H -1.145 -3.717 1.757 0.083
H -1.430 -2.499 2.948 0.043
H -2.814 -3.317 2.298 0.073
H -0.687 -4.537 3.987 0.109
H -2.024 -5.554 3.398 0.119
H -3.614 -3.766 4.490 0.131
H -2.405 -3.029 5.285 0.116
H -0.820 -4.282 7.145 0.109
H -0.619 -5.774 5.891 0.104
H -1.246 -5.832 7.463 0.096
H -2.412 -7.096 5.616 0.135
H -3.640 -6.506 4.521 0.137
H -4.273 -7.830 6.814 0.145
H -5.295 -6.508 6.167 0.134
H -3.205 -6.437 8.303 0.124
H -4.920 -5.818 8.314 0.140
H -3.175 -3.880 7.821 0.134
H -4.467 -4.235 6.611 0.128
C -2.018 1.875 -2.601 -0.085
C -1.341 1.895 -3.980 -0.202
C 0.165 1.523 -3.922 -0.070
N 1.144 2.418 -4.757 -0.186
C 1.446 3.696 -3.862 0.042
C 2.443 1.704 -5.144 -0.103
C 2.810 2.180 -6.494 -0.161
C 1.470 2.481 -7.109 -0.155
C 0.530 2.961 -6.048 -0.089
H -1.609 2.607 -1.906 0.050
H -1.873 0.938 -2.063 0.050
H -3.087 2.059 -2.709 0.079
H -1.613 2.862 -4.405 0.106
H -1.874 1.205 -4.633 0.119
H 0.359 0.452 -3.982 0.127
H 0.601 1.588 -2.925 0.102
H 0.409 4.018 -3.757 0.083
H 1.992 4.455 -4.421 0.114
H 1.877 3.407 -2.903 0.071
H 3.145 1.841 -4.321 0.107
H 2.332 0.637 -5.339 0.150
H 3.449 3.063 -6.504 0.123
H 3.436 1.504 -7.077 0.141
H 1.548 3.156 -7.961 0.137
H 1.052 1.630 -7.647 0.135
H 0.418 4.046 -6.039 0.139
H -0.393 2.404 -6.209 0.130
C 4.857 5.476 -0.558 -0.058
C 4.334 3.979 -0.561 -0.185
C 5.446 2.786 -0.496 -0.064
N 4.842 1.357 -0.560 -0.229
C 3.913 1.009 0.627 0.035
C 6.074 0.368 -0.448 -0.061
C 5.688 -0.849 -1.264 -0.156
C 4.399 -0.559 -1.928 -0.138
C 4.337 1.002 -1.962 -0.095
H 5.340 5.672 -1.515 0.084
H 5.488 5.664 0.312 0.081
H 4.025 6.143 -0.333 0.047
H 3.666 3.877 -1.416 0.068
H 3.653 3.791 0.268 0.072
H 5.949 2.856 0.468 0.130
H 6.181 2.812 -1.301 0.126
H 4.565 1.277 1.458 0.098
H 3.846 -0.079 0.623 0.087
H 2.968 1.552 0.607 0.064
H 6.200 0.217 0.624 0.130
H 6.965 0.863 -0.835 0.135
H 5.587 -1.706 -0.597 0.125
H 6.435 -1.323 -1.901 0.137
H 3.470 -0.828 -1.424 0.104
H 4.342 -0.851 -2.977 0.132
H 3.305 1.303 -2.142 0.105
H 5.028 1.419 -2.695 0.136
N -2.030 -3.629 -4.692 -0.286
S -1.035 -4.862 -5.347 0.594
O -0.304 -5.764 -4.449 -0.273
O -0.393 -4.525 -6.569 -0.248
F -2.389 -5.672 -5.859 -0.229
S -0.967 -3.088 -3.692 0.451
O 0.195 -2.355 -4.232 -0.331
O -0.821 -3.828 -2.450 -0.311
F -1.812 -1.748 -3.283 -0.266
```

Its lowest unoccupied orbital energy is -8.323 eV. As for the energy: -3689.3353 a.u. The spin multiplicity is 1. As for the net charge: +4.


C6H18KO3 | ωB97M-V/def2-TZVPD

Geometry as XYZ:
```
28
Properties=species:S:1:pos:R:3:lowdin_charge:R:1
K 0.348 -1.225 1.099 0.955
C -1.409 -1.664 -2.881 -0.064
C -1.480 -0.224 -2.369 -0.286
O -1.371 -0.307 -0.969 -0.165
H -2.391 -2.092 -2.677 0.080
H -0.572 -2.226 -2.466 0.066
H -1.283 -1.734 -3.962 0.081
H -2.410 0.313 -2.556 0.125
H -0.676 0.399 -2.761 0.104
H -2.204 -0.402 -0.502 0.085
C -0.089 1.148 4.457 -0.054
C -1.436 0.998 3.665 -0.273
O -1.123 0.717 2.302 -0.176
H -0.391 1.299 5.493 0.078
H 0.452 2.039 4.140 0.078
H 0.566 0.278 4.420 0.067
H -2.091 1.868 3.709 0.118
H -2.017 0.201 4.128 0.111
H -1.936 0.362 1.935 0.066
C 2.238 0.900 -2.054 -0.066
C 2.460 -0.511 -1.568 -0.327
O 2.596 -0.500 -0.178 -0.144
H 3.053 1.569 -1.778 0.089
H 1.286 1.272 -1.676 0.070
H 2.124 0.942 -3.137 0.089
H 3.323 -0.995 -2.027 0.127
H 1.580 -1.052 -1.917 0.093
H 2.851 -1.372 0.130 0.073
```

Its lowest unoccupied orbital energy is -3.480 eV. As for the energy: -1064.8470 a.u. The spin multiplicity is 1. As for the net charge: +1. The energy above the lowest of the compared OMol25 structures with the same formula, charge and spin is 1.5797 eV.


C7H10 | ωB97M-V/def2-TZVPD

Geometry as XYZ:
```
17
Properties=species:S:1:pos:R:3:lowdin_charge:R:1
C -0.432 -1.156 -1.960 0.120
C 0.249 -1.279 -0.972 -0.050
C 0.590 -0.165 -0.069 -0.485
C -0.197 -0.133 1.230 -0.203
C -1.657 -0.568 1.108 -0.105
C 0.724 1.135 -0.871 -0.101
C 1.892 0.550 -0.137 -0.092
H -1.057 -0.722 -2.699 0.054
H -0.144 0.897 1.602 0.114
H 0.308 -0.760 1.973 0.117
H -2.189 0.016 0.351 0.077
H -2.177 -0.437 2.063 0.070
H -1.736 -1.621 0.819 0.070
H 0.766 1.081 -1.959 0.098
H 0.173 1.997 -0.510 0.103
H 2.205 1.053 0.768 0.103
H 2.683 0.112 -0.737 0.110
```

Its lowest unoccupied orbital energy is 0.826 eV. As for the energy: -272.5689 a.u. The spin multiplicity is 1. Its SMILES is C#CC1(CC)CC1. The energy above the lowest of the compared OMol25 structures with the same formula, charge and spin is 4.0585 eV.


C3H5Cl | ωB97M-V/def2-TZVPD

Geometry as XYZ:
```
9
Properties=species:S:1:pos:R:3:lowdin_charge:R:1
C 0.563 -1.651 0.216 -0.117
C 0.465 -0.440 0.683 -0.673
C -0.741 1.496 -0.727 0.095
Cl 0.854 0.243 2.152 0.631
H 0.982 -2.461 0.810 0.056
H 0.240 -1.908 -0.773 0.042
H 0.138 2.079 -0.914 -0.010
H -1.092 0.847 -1.499 -0.013
H -1.408 1.794 0.052 -0.012
```

Its lowest unoccupied orbital energy (spin up / spin down) is 0.220 / -0.212 eV. As for the energy: -577.3282 a.u. The spin multiplicity is 1. The energy above the lowest of the compared OMol25 structures with the same formula, charge and spin is 3.9448 eV.


> Look up the energy of the first one.

-3689.3353 a.u.


> Look up the spin multiplicity of the third one.

1


> What is the formula in the fourth record?

C3H5Cl


> What is the spin multiplicity in the second record?

1